Record 1
# C3H3Br9

C3H3Br9 as an isolated structure (ωB97M-V with the def2-TZVPD basis set, the OMol25 dataset).

Structure (XYZ):
```
15
Properties=species:S:1:pos:R:3:forces:R:3
C -0.33111 -3.33861 0.89731 -0.5 -1.9 2.4
Br 0.52542 -5.09546 1.24634 -0.1 0.9 0.0
Br 0.69760 -1.80779 1.72560 -0.9 -1.6 0.9
Br -2.19835 -3.46971 1.59150 1.2 0.5 -0.5
H -0.35213 -3.28726 -0.19128 -0.5 -0.4 1.4
C 0.50828 3.30596 -0.13109 -0.6 0.6 0.9
Br 0.47950 1.80491 1.14650 0.9 3.9 3.1
Br 1.18233 4.90238 0.83000 -0.6 -0.7 -0.6
Br -1.32716 3.48024 -0.92042 2.1 1.5 0.7
H 1.27775 3.05123 -0.85987 -0.6 0.3 0.1
C -0.03879 0.15354 -0.88123 -1.2 -2.1 -3.5
Br 0.33104 -1.79321 -1.13801 0.4 3.4 -4.0
Br -2.00187 0.52896 -1.19131 1.2 -1.8 0.3
Br 1.02864 1.13837 -2.26615 -0.5 -1.0 0.6
H 0.21891 0.42647 0.14209 -0.3 -1.6 -1.8
```
Positions in Å, forces in eV/Å.

Output
net charge = 0
ΔE to the lowest compared entry with this formula, charge and spin = 4.323 eV
lowest unoccupied orbital energy = -0.85 eV
Kohn-Sham gap = 8.746 eV
highest occupied orbital energy = -9.60 eV

Löwdin atomic charge list, values in e, 6 entries: atom 1 (C): -1.5556, atom 2 (Br): 0.5247, atom 3 (Br): 0.5345, atom 4 (Br): 0.5285, atom 5 (H): -0.2108, atom 6 (C): -1.4490

Record 2
# C38H27IInN9O2Se5

C38H27IInN9O2Se5 as an isolated structure (ωB97M-V with the def2-TZVPD basis set, the OMol25 dataset).

Structure (XYZ):
```
83
Properties=species:S:1:pos:R:3:forces:R:3
In -1.52518 -0.55104 2.17777 0.9 0.2 0.9
C 2.37786 -2.33617 3.97723 0.0 -0.1 -0.1
C 2.01513 -2.95486 2.65991 0.2 -0.1 0.1
N 2.94260 -3.53263 1.93366 -0.2 0.0 -0.1
C 2.60347 -4.07152 0.72937 0.1 0.1 0.3
C 1.33550 -4.04682 0.22138 -0.1 -0.1 -0.1
C 1.08684 -4.64102 -1.14274 -0.1 -0.2 0.1
O 0.08851 -5.66683 -1.16067 0.1 0.2 0.0
C 0.31621 -3.40274 0.97240 -0.3 0.0 -0.1
C -1.02679 -3.30416 0.42622 0.3 -0.4 0.4
N -1.94852 -2.49866 0.82073 -0.3 0.1 0.0
C -3.15606 -2.43908 0.07760 -0.2 0.0 -0.1
C -3.19259 -2.51886 -1.31878 0.0 -0.3 0.2
C -4.35533 -2.24997 -2.02321 -0.1 -0.1 0.1
C -5.51809 -1.90511 -1.34566 0.1 0.0 0.0
C -5.51686 -1.87133 0.04273 0.1 -0.1 -0.1
C -4.34859 -2.15037 0.73904 -0.2 0.0 0.2
I -4.40143 -2.19155 2.82894 0.0 0.2 0.0
C 0.64612 -2.83147 2.21569 -0.4 -0.1 0.0
O -0.21762 -2.20898 2.94243 0.4 0.3 -0.3
H 3.43007 -2.51650 4.18638 0.0 0.0 0.0
H 1.75961 -2.74250 4.78030 0.0 0.0 0.0
H 2.18638 -1.25946 3.95930 0.0 0.0 0.0
H 3.41204 -4.53302 0.16994 0.0 0.0 0.1
H 2.03232 -5.02107 -1.53314 0.1 0.0 -0.1
H 0.73121 -3.87961 -1.83894 -0.1 0.0 0.0
H 0.36254 -6.36288 -0.55481 0.0 0.0 0.0
H -1.25801 -4.00283 -0.37784 0.0 0.0 -0.1
H -2.27699 -2.75475 -1.84999 -0.1 0.0 0.0
H -4.34822 -2.29358 -3.10634 0.0 0.0 0.0
H -6.42696 -1.67414 -1.88831 0.0 0.0 0.0
H -6.42550 -1.64802 0.58464 0.0 0.0 0.0
Se -1.54225 3.88559 3.97951 0.7 0.1 -0.7
Se -3.19249 3.24133 5.33122 -0.8 0.1 0.2
Se -2.85279 0.94260 5.90506 -0.5 -0.4 0.4
Se -1.07471 0.13689 4.84640 0.0 -0.1 -1.5
Se -4.96122 1.67557 -5.03760 -0.3 0.1 -0.5
N -5.20495 2.12551 -3.33674 0.0 0.0 0.0
C -4.26221 1.53443 -2.66167 0.3 -0.1 0.3
C -4.10450 1.66339 -1.21368 0.2 -0.1 -0.1
C -4.93827 2.47307 -0.43980 -0.1 0.1 -0.2
C -4.74863 2.53845 0.91708 0.0 0.0 0.1
C -3.72962 1.77521 1.48192 0.3 0.0 0.0
N -2.90483 1.03309 0.74687 0.0 -0.5 0.4
C -3.07358 0.96746 -0.58499 0.2 -0.2 0.0
C -2.11120 0.14128 -1.36655 0.1 0.2 0.3
N -1.13794 -0.48518 -0.69173 0.1 0.6 -0.3
C -0.24989 -1.19374 -1.37886 0.1 0.3 0.0
C -0.27597 -1.32426 -2.76327 0.1 -0.1 0.1
C -1.28866 -0.70620 -3.45735 -0.2 0.1 -0.2
C -2.23212 0.03666 -2.75425 0.0 0.3 -0.2
C -3.33400 0.72687 -3.42478 0.2 0.0 0.4
N -3.53400 0.67057 -4.70946 -0.1 0.0 0.0
H -5.72116 3.03718 -0.93402 0.0 0.0 0.0
H -5.36409 3.16585 1.54808 0.1 -0.1 0.0
H -3.56009 1.77517 2.55351 0.0 0.1 0.1
H 0.52082 -1.69025 -0.79981 0.0 0.1 0.0
H 0.48159 -1.90812 -3.27099 0.0 0.0 0.0
H -1.37354 -0.78093 -4.53537 0.0 0.0 0.1
N 5.07043 2.21354 -0.51728 0.1 -0.1 -0.1
C 5.95919 3.21355 -0.86070 0.0 -0.1 0.0
C 7.25451 3.19158 -1.37621 0.0 0.0 0.0
C 7.86872 4.41559 -1.55468 0.0 0.0 0.0
C 7.21372 5.62032 -1.23848 0.0 0.0 0.0
C 5.92792 5.62974 -0.73643 0.0 0.0 0.0
C 5.29400 4.40040 -0.54180 -0.2 0.1 0.1
N 4.03705 4.12135 -0.01973 0.1 0.1 -0.1
C 3.94598 2.82316 -0.02067 0.0 -0.1 0.1
C 2.78909 2.07519 0.50790 0.2 0.2 -0.1
C 2.80416 0.69580 0.67509 0.0 -0.1 0.0
C 1.69849 0.07423 1.22484 0.0 0.1 0.0
N 0.59836 0.73754 1.60019 -0.1 -0.4 -0.3
C 0.58562 2.06463 1.42996 -0.1 -0.1 0.0
C 1.65088 2.76602 0.89762 0.0 0.1 0.0
H 5.21854 1.22815 -0.62614 0.0 -0.1 0.0
H 7.75945 2.26419 -1.61969 0.0 0.0 0.0
H 8.88065 4.45005 -1.94044 -0.1 0.0 0.0
H 7.73691 6.55707 -1.38935 0.0 -0.1 0.0
H 5.41609 6.55264 -0.48952 0.1 -0.1 0.0
H 3.66134 0.08988 0.40467 -0.1 0.0 0.1
H 1.70807 -0.99474 1.39087 0.0 0.1 -0.1
H -0.31202 2.57072 1.74776 -0.2 0.2 0.1
H 1.61948 3.84346 0.79826 -0.1 -0.1 0.0
```
Positions in Å, forces in eV/Å.

Output
net charge = 0
lowest unoccupied orbital energy = -1.45 eV
Kohn-Sham gap = 3.972 eV
highest occupied orbital energy = -5.42 eV

Löwdin atomic charge list, values in e, 6 entries: atom 1 (In): 0.5956, atom 2 (C): -0.0103, atom 3 (C): -0.2780, atom 4 (N): 0.1218, atom 5 (C): -0.1025, atom 6 (C): -0.1767

Record 3
# C16H22ClN2O7PS

C16H22ClN2O7PS as an isolated structure (ωB97M-V with the def2-TZVPD basis set, the OMol25 dataset).

Structure (XYZ):
```
50
Properties=species:S:1:pos:R:3:forces:R:3
C 0.60159 2.10898 -3.18516 0.6 -0.3 1.0
C 0.74361 2.36145 -1.60762 -0.6 -0.5 -1.6
O -0.59055 2.28963 -1.08577 0.4 -0.1 0.8
C -0.59760 2.43324 0.33952 0.8 1.1 0.7
C -1.95072 2.05090 1.02300 -0.2 1.4 -0.2
O -2.38950 0.67849 0.87041 1.7 -0.3 -0.4
C -1.37070 -0.22400 0.59848 2.4 -2.2 0.1
C -1.44487 -0.89623 -0.79192 2.3 -0.9 1.1
P -2.87093 -0.43799 -1.90989 -2.3 -0.8 -1.8
O -3.11070 -1.41469 -3.02017 1.1 0.8 1.3
O -4.27798 -0.40754 -0.99119 2.3 0.1 -0.7
O -2.75439 1.07112 -2.56810 -0.1 -1.3 1.7
C -0.43615 -1.88002 -1.22210 -0.9 1.0 0.6
C -0.45028 -2.59363 -2.62430 1.6 -0.3 0.6
C -1.12429 -4.00588 -2.43973 -1.1 0.3 -0.1
O -2.27453 -4.21373 -2.22610 1.3 0.4 -0.1
Cl -0.01318 -5.46879 -2.51556 -0.2 0.9 -0.1
C 0.70452 -2.29348 -0.29102 -2.3 1.6 -0.4
N 1.69540 -3.20129 -0.58253 -1.3 2.4 2.7
S 2.57994 -3.22386 0.83994 -1.9 1.2 -0.1
N 1.73988 -2.13642 1.79370 -0.8 -0.1 -1.9
C 0.67593 -1.60905 1.06871 1.8 -1.7 -0.2
C -0.29757 -0.58187 1.55948 -2.1 0.5 -2.7
C -0.31680 0.09661 2.96212 0.1 -0.3 0.7
C 0.94952 -0.12940 3.87854 -0.3 -0.4 0.1
C 2.31135 0.46879 3.32844 0.5 -0.1 1.5
O 2.19621 1.19091 2.09487 0.4 -1.3 -0.3
C 3.16893 0.77979 1.13129 1.2 0.0 -0.9
H 0.77128 1.00661 -3.37470 -0.4 1.2 0.0
H -0.42032 2.42540 -3.54082 1.2 -0.2 0.3
H 1.42630 2.67221 -3.70135 -1.0 -0.5 0.3
H 1.22277 3.36959 -1.44176 -0.5 -1.0 0.2
H 1.34286 1.51226 -1.17734 -0.3 1.0 -0.2
H 0.31542 1.92338 0.77734 -1.2 0.3 -0.3
H -0.43746 3.54475 0.55092 -0.3 -1.2 0.1
H -2.75381 2.71209 0.57060 0.8 -1.0 0.3
H -1.94220 2.31467 2.12600 0.3 -0.3 -1.3
H -4.49102 -1.35216 -0.82465 0.1 0.7 -0.3
H -2.16135 1.08211 -3.34130 -0.3 -0.3 0.5
H 0.63350 -2.78901 -2.89683 -1.2 0.2 0.4
H -0.87458 -1.97592 -3.45540 -0.2 -0.9 1.0
H -0.51144 1.20858 2.93984 0.3 -1.3 -0.5
H -1.20410 -0.34437 3.52114 1.0 0.5 -0.6
H 0.73735 0.31385 4.89920 0.1 -0.3 -1.2
H 1.03932 -1.24592 4.05572 0.2 1.3 -0.3
H 2.73268 1.19324 4.09852 -0.6 -0.8 -0.8
H 3.05916 -0.38127 3.29095 -0.8 1.0 -0.4
H 4.14525 1.35879 1.22739 -1.1 -0.5 0.1
H 3.44817 -0.30904 1.20541 -0.5 1.0 0.1
H 2.82611 0.94814 0.06377 0.0 0.0 1.4
```
Positions in Å, forces in eV/Å.

Output
net charge = 0
lowest unoccupied orbital energy = -1.43 eV
Kohn-Sham gap = 7.400 eV
highest occupied orbital energy = -8.83 eV

Löwdin atomic charge list, values in e, 6 entries: atom 1 (C): -0.0600, atom 2 (C): -0.2351, atom 3 (O): -0.1919, atom 4 (C): -0.1881, atom 5 (C): -0.1281, atom 6 (O): -0.0848

Record 4
# C22H17BCl5N2O2V

C22H17BCl5N2O2V as an isolated structure (ωB97M-V with the def2-TZVPD basis set, the OMol25 dataset).

Structure (XYZ):
```
50
Properties=species:S:1:pos:R:3:forces:R:3
V -1.16604 -0.52012 -0.65899 -0.7 0.4 0.1
Cl 1.67745 -0.84941 0.24645 0.0 0.1 -0.2
C 1.64327 -0.74166 -1.51936 0.3 -0.1 0.3
C 0.41194 -0.48987 -2.08264 0.1 -0.2 0.1
C 0.39617 -0.41129 -3.46283 -0.1 0.1 -0.3
Cl -1.12975 -0.10412 -4.26039 0.1 0.0 0.1
C 1.53805 -0.57140 -4.24446 0.1 0.0 0.0
Cl 1.47346 -0.45756 -5.96707 0.0 0.0 0.0
C 2.75925 -0.83253 -3.61869 0.0 0.0 -0.1
Cl 4.19250 -1.04284 -4.55939 0.0 0.0 0.0
C 2.82230 -0.92404 -2.23129 -0.1 0.0 0.0
Cl 4.31455 -1.26163 -1.43470 0.0 0.0 0.0
C 2.66717 -4.24096 5.55637 0.1 0.0 0.0
C 1.21377 -4.42200 5.21246 0.0 0.0 0.0
C 0.34315 -4.97333 6.14490 0.0 0.0 0.0
C -1.00253 -5.13815 5.85605 0.0 0.0 0.0
C -1.47845 -4.77020 4.61012 0.0 0.0 0.0
C -0.62180 -4.22023 3.66298 0.0 0.0 0.0
N -1.16674 -3.85813 2.40085 0.0 0.1 0.0
C -0.73887 -4.41757 1.21806 0.0 0.0 0.0
C -0.01961 -5.62152 1.21589 0.0 0.0 0.0
C 0.40850 -6.18619 0.03078 0.0 0.0 0.0
C 0.13398 -5.58191 -1.19236 0.0 0.0 0.0
C -0.58913 -4.40555 -1.20290 0.0 0.0 0.0
C -1.03302 -3.81074 -0.02222 0.0 -0.2 0.2
C -1.76627 -2.53225 -0.11418 -0.2 -0.4 -0.7
O -2.04095 -1.79641 0.89399 0.6 0.5 -0.3
O -2.10301 -2.09759 -1.29650 0.0 -0.2 0.4
C 0.73168 -4.02046 3.95971 0.0 0.0 0.0
C 1.65709 -3.37678 2.96611 0.0 0.0 0.0
H 2.89759 -4.69979 6.51753 0.0 0.0 0.0
H 2.93680 -3.18379 5.61721 0.0 0.0 0.0
H 3.31872 -4.68661 4.80206 0.0 0.0 0.0
H 0.73181 -5.27309 7.11158 0.0 0.0 0.0
H -1.67317 -5.56247 6.59213 0.0 0.0 0.0
H -2.51693 -4.90721 4.33774 0.0 0.0 0.0
H -1.58719 -2.93927 2.30676 0.0 0.0 0.0
H 0.19982 -6.10552 2.15869 0.0 0.0 0.0
H 0.96824 -7.11347 0.06223 0.0 0.0 0.0
H 0.47966 -6.02013 -2.11853 0.0 0.0 0.0
H -0.82463 -3.90297 -2.13159 0.0 0.0 0.0
H 2.31159 -4.10959 2.48577 0.0 0.0 0.0
H 2.29793 -2.63949 3.45153 0.0 0.0 0.0
H 1.10348 -2.87706 2.17529 0.0 0.0 0.0
B -1.59451 4.12818 0.38502 0.0 -0.2 0.0
C -1.43211 2.57928 0.06270 0.0 0.2 0.0
N -1.31343 1.45175 -0.16959 0.0 0.2 0.2
H -1.91708 4.67269 -0.65027 0.0 0.0 0.0
H -0.51867 4.51750 0.79022 0.0 0.0 0.0
H -2.45734 4.21636 1.23402 0.0 0.0 0.0
```
Positions in Å, forces in eV/Å.

Output
net charge = -1
⟨S²⟩ = 0.829
ΔE to the lowest compared entry with this formula, charge and spin = 0.000 eV
lowest unoccupied orbital energy (spin up / spin down) = 2.31 / 2.31 eV
Kohn-Sham gap (spin up / spin down) = 7.349 / 6.511 eV
highest occupied orbital energy (spin up / spin down) = -5.04 / -4.20 eV
2S+1 = 2

Löwdin atomic charge list, values in e, 6 entries: atom 1 (V): 0.8376, atom 2 (Cl): 0.6895, atom 3 (C): -0.6611, atom 4 (C): -0.2681, atom 5 (C): -0.6845, atom 6 (Cl): 0.6575